(1)
Here is the molecule C4H4O4 in a non-equilibrium geometry from the OMol25 dataset. Energies are from the ωB97M-V functional and the def2-TZVPD basis.

## Properties
E_tot in Ha: -455.71985
Total charge: 0
Energy relative to the best compared isomer or geometry (same formula, charge and spin) in kJ/mol: 244.6

CARTESIAN COORDINATES (ANGSTROEM)
C (-1.519, -0.221, 0.179)
C (-0.100, 0.302, -0.072)
C (0.013, 1.697, -0.148)
C (1.426, -0.240, 0.144)
H (-2.415, -2.002, -0.258)
H (-0.972, 2.060, -0.475)
H (0.827, 2.420, -0.269)
H (2.680, -1.868, 0.031)
O (-1.575, -1.506, -0.419)
O (-2.431, 0.397, 0.727)
O (1.678, -1.571, 0.433)
O (2.387, 0.531, 0.126)

---

(2)
Here is a structure of composition C32H61Cl17NNbO3PS2 in a non-equilibrium geometry from the OMol25 dataset. Energies are from the ωB97M-V functional and the def2-TZVPD basis.

## Properties
E_tot in Ha: -10553.79075
Total charge: -1

CARTESIAN COORDINATES (ANGSTROEM)
C (-6.662, -5.559, 4.218)
C (-5.479, -5.048, 5.181)
C (-4.369, -4.190, 4.389)
C (-3.185, -3.640, 5.323)
N (-2.619, -2.317, 4.922)
C (-2.406, -2.199, 3.442)
C (-1.079, -1.327, 3.070)
C (0.192, -2.246, 2.736)
C (0.053, -3.094, 1.361)
Nb (-0.080, -1.698, -0.456)
C (-0.321, -3.535, -1.804)
C (-1.734, -3.463, -2.634)
C (-2.755, -4.644, -2.251)
C (-4.219, -3.952, -2.091)
O (-4.157, -3.101, -0.908)
C (-5.418, -2.382, -0.731)
C (2.217, -1.782, -0.823)
O (2.586, -1.816, -2.236)
C (3.007, -0.581, -2.762)
C (2.900, 0.821, -2.133)
C (3.355, 2.146, -2.801)
C (3.951, 2.053, -4.251)
C (4.099, 0.650, -4.924)
C (3.633, -0.636, -4.207)
P (-0.481, -0.060, -2.365)
O (-2.183, 0.334, -2.397)
Cl (-0.124, -0.904, -4.271)
C (-3.360, -1.187, 5.482)
S (-2.577, 0.221, 6.017)
S (-5.225, -1.180, 5.706)
C (-5.580, -0.393, 7.376)
C (-6.233, 1.057, 7.070)
C (-7.647, 1.204, 7.841)
H (-7.406, -6.140, 4.865)
H (-7.248, -4.702, 3.724)
H (-6.289, -6.227, 3.366)
H (-5.851, -4.421, 6.063)
H (-4.957, -5.976, 5.624)
H (-4.892, -3.381, 3.773)
H (-3.887, -4.917, 3.636)
H (-3.605, -3.519, 6.381)
H (-2.318, -4.392, 5.389)
H (-2.233, -3.226, 2.945)
H (-3.291, -1.665, 2.947)
H (-0.799, -0.734, 4.024)
H (-1.317, -0.537, 2.280)
H (0.274, -3.033, 3.584)
H (1.177, -1.642, 2.766)
H (-0.876, -3.762, 1.386)
H (0.963, -3.800, 1.247)
H (0.113, -0.298, 0.684)
H (-1.908, -1.726, -0.199)
H (0.504, -3.515, -2.604)
H (-0.275, -4.532, -1.243)
H (-2.224, -2.438, -2.465)
H (-1.505, -3.537, -3.758)
H (-2.451, -5.220, -1.305)
H (-2.868, -5.383, -3.125)
H (-4.428, -3.314, -3.030)
H (-5.049, -4.742, -1.966)
H (-5.314, -1.258, -0.912)
H (-5.747, -2.602, 0.355)
H (-6.160, -2.815, -1.490)
H (2.796, -1.033, -0.183)
H (2.504, -2.825, -0.401)
H (2.445, 0.904, -1.084)
H (3.272, 3.170, -2.297)
H (4.262, 3.014, -4.780)
H (4.519, 0.543, -5.981)
H (3.726, -1.657, -4.727)
H (-2.600, -0.043, -1.591)
H (-6.251, -1.079, 7.990)
H (-4.617, -0.210, 7.962)
H (-6.451, 1.178, 5.942)
H (-5.490, 1.891, 7.329)
H (-7.940, 2.305, 7.783)
H (-7.555, 0.811, 8.907)
H (-8.447, 0.622, 7.246)
C (-0.329, 2.562, -5.180)
Cl (0.988, 2.148, -4.078)
Cl (0.279, 2.888, -6.811)
H (-1.029, 1.728, -5.225)
H (-0.837, 3.451, -4.809)
C (5.019, 6.303, -2.297)
Cl (5.915, 5.824, -0.849)
Cl (4.488, 4.890, -3.217)
H (4.145, 6.880, -1.998)
H (5.666, 6.913, -2.926)
C (5.006, -4.145, -2.106)
Cl (5.118, -5.680, -2.978)
Cl (5.180, -4.384, -0.363)
H (5.797, -3.483, -2.453)
H (4.034, -3.694, -2.306)
C (7.483, 9.495, -4.180)
Cl (5.925, 9.238, -4.974)
Cl (7.364, 9.225, -2.438)
H (8.211, 8.802, -4.597)
H (7.805, 10.520, -4.358)
C (4.599, 6.611, 2.939)
Cl (4.672, 8.373, 2.795)
Cl (5.228, 6.073, 4.501)
H (3.563, 6.291, 2.845)
H (5.196, 6.166, 2.144)
C (1.777, -6.174, 4.278)
Cl (0.222, -6.225, 3.441)
Cl (2.629, -4.663, 3.945)
H (1.603, -6.254, 5.350)
H (2.390, -7.007, 3.940)
C (5.224, 1.924, -9.211)
Cl (3.668, 1.671, -10.010)
Cl (5.104, 1.642, -7.470)
H (5.954, 1.233, -9.632)
H (5.547, 2.950, -9.382)
C (4.740, 13.373, -5.542)
Cl (6.441, 12.916, -5.705)
Cl (3.805, 12.097, -4.754)
H (4.674, 14.280, -4.944)
H (4.326, 13.553, -6.533)

---

(3)
Here is a structure of composition C14H15BN7ORbS in a non-equilibrium geometry from the OMol25 dataset. Energies are from the ωB97M-V functional and the def2-TZVPD basis.

## Properties
E_tot in Ha: -1448.25103
Total charge: -2
Energy relative to the best compared isomer or geometry (same formula, charge and spin) in kJ/mol: 37.4

CARTESIAN COORDINATES (ANGSTROEM)
Rb (0.679, -0.824, 0.055)
N (2.869, 0.571, -3.677)
C (3.688, 0.077, -2.655)
S (5.308, -0.179, -3.091)
N (3.101, -0.077, -1.508)
N (3.647, -0.875, -0.556)
C (3.513, -0.570, 0.678)
C (2.926, 0.617, 1.312)
C (3.341, 1.899, 1.001)
C (2.887, 3.002, 1.712)
C (1.972, 2.810, 2.739)
C (1.502, 1.552, 3.038)
C (1.937, 0.392, 2.340)
O (1.465, -0.759, 2.591)
H (3.400, 1.012, -4.414)
H (2.085, 1.119, -3.346)
H (3.842, -1.343, 1.374)
H (4.078, 2.032, 0.217)
H (3.266, 3.992, 1.487)
H (1.626, 3.660, 3.324)
H (0.788, 1.403, 3.842)
B (-3.314, -1.032, -1.741)
N (-3.002, -2.268, -0.860)
C (-3.891, -3.097, -0.303)
C (-3.205, -4.063, 0.408)
C (-1.866, -3.717, 0.222)
N (-1.768, -2.640, -0.544)
N (-3.069, 0.228, -0.884)
C (-3.996, 0.966, -0.262)
C (-3.356, 1.980, 0.425)
C (-2.004, 1.761, 0.154)
N (-1.857, 0.707, -0.634)
H (-4.482, -1.072, -2.033)
H (-2.586, -1.027, -2.685)
H (-4.947, -2.962, -0.447)
H (-3.611, -4.886, 0.967)
H (-0.982, -4.207, 0.597)
H (-5.043, 0.740, -0.349)
H (-3.801, 2.755, 1.024)
H (-1.145, 2.324, 0.486)

---

(4)
Here is a cluster of 5 separate species, C4H16ClN8O4 in total in a non-equilibrium geometry from the OMol25 dataset. Energies are from the ωB97M-V functional and the def2-TZVPD basis.

## Properties
E_tot in Ha: -1361.37598
Total charge: -1
Energy relative to the best compared isomer or geometry (same formula, charge and spin) in kJ/mol: 409.9

CARTESIAN COORDINATES (ANGSTROEM)
Cl (12.160, 4.228, -6.560)
C (10.909, 7.282, -3.363)
O (11.544, 7.556, -2.370)
N (9.668, 7.796, -3.592)
N (11.285, 6.373, -4.245)
H (9.751, 8.736, -3.232)
H (9.439, 7.796, -4.576)
H (10.701, 6.198, -5.050)
H (12.122, 5.811, -4.307)
C (12.752, 1.183, -3.616)
O (13.769, 1.338, -3.100)
N (11.657, 0.728, -3.040)
N (12.414, 1.531, -4.837)
H (11.022, 0.289, -3.691)
H (11.558, 0.748, -2.035)
H (12.829, 2.304, -5.338)
H (11.603, 1.084, -5.242)
C (8.502, 3.970, -3.600)
O (7.659, 4.878, -3.503)
N (8.799, 3.415, -4.770)
N (9.321, 3.610, -2.634)
H (9.759, 3.298, -5.060)
H (7.938, 3.316, -5.289)
H (9.202, 4.151, -1.789)
H (10.254, 3.430, -2.978)
C (16.357, 4.146, -5.172)
O (16.027, 3.422, -4.186)
N (17.501, 4.113, -5.749)
N (15.549, 4.825, -5.844)
H (17.585, 4.795, -6.489)
H (18.275, 3.514, -5.500)
H (14.554, 4.659, -5.796)
H (15.730, 5.746, -6.219)

---

no.,HOMO (eV),E_LUMO (eV)
1,-10.584,-0.34
2,-4.271,1.50
3,-1.302,4.32
4,-5.655,3.12